No. 1
C27H24N3O6 | ωB97M-V/def2-TZVPD

Each line ends with the Löwdin charge.
Atoms and positions in Å:
C 5.67 1.29 -2.08  -0.08
C 4.46 1.81 -1.36  -0.22
O 3.37 0.99 -1.86  -0.04
C 2.14 1.46 -1.55  -0.51
C 1.12 0.64 -2.18  -0.20
C -0.26 0.98 -2.21  -0.19
C -0.74 2.21 -1.69  -0.03
C -2.10 2.48 -1.69  -0.11
C -3.01 1.53 -2.19  -0.14
C -2.55 0.32 -2.72  -0.12
C -1.18 0.05 -2.75  -0.05
C 1.64 -0.48 -2.83  -0.29
N 2.01 -1.43 -3.42  0.10
O 1.97 2.45 -0.82  0.02
H 6.57 1.68 -1.61  0.07
H 5.69 0.20 -2.05  0.08
H 5.65 1.63 -3.12  0.07
H 4.54 1.67 -0.28  0.10
H 4.27 2.87 -1.60  0.13
H -0.02 2.92 -1.31  0.09
H -2.45 3.44 -1.29  0.09
H -4.09 1.73 -2.16  0.08
H -3.24 -0.43 -3.12  0.09
H -0.80 -0.89 -3.18  0.10
C -4.21 -5.33 -0.01  -0.09
C -3.42 -5.34 -1.18  -0.08
C -2.06 -5.03 -1.11  -0.03
C -1.48 -4.70 0.12  -0.21
C -0.04 -4.31 0.20  -0.11
O -0.04 -2.85 0.25  0.03
C 1.18 -2.35 0.52  -0.48
N 1.12 -0.92 0.23  0.20
N 2.22 -0.35 0.32  0.16
C 2.38 0.76 1.20  -0.50
O 3.52 1.16 1.40  0.10
O 1.26 1.26 1.72  0.03
C 1.49 2.51 2.46  -0.09
C 0.12 3.02 2.77  -0.21
C -0.42 4.13 2.10  -0.02
C -1.74 4.52 2.34  -0.08
C -2.52 3.82 3.27  -0.10
C -1.96 2.74 3.97  -0.09
C -0.64 2.35 3.72  -0.04
O 2.13 -2.95 0.95  0.12
C -2.26 -4.66 1.27  -0.04
C -3.62 -4.97 1.21  -0.09
H -5.27 -5.58 -0.06  0.10
H -3.87 -5.60 -2.14  0.10
H -1.41 -5.06 -1.99  0.12
H 0.41 -4.69 1.12  0.13
H 0.51 -4.63 -0.68  0.14
H 2.05 2.25 3.36  0.14
H 2.05 3.19 1.81  0.13
H 0.22 4.65 1.39  0.12
H -2.15 5.37 1.80  0.10
H -3.55 4.12 3.45  0.10
H -2.55 2.19 4.70  0.10
H -0.18 1.52 4.27  0.12
H -1.77 -4.41 2.22  0.12
H -4.22 -4.94 2.12  0.10

For the frontier orbital gap, the calculation gives 4.51 eV. Its net charge is -1. The value obtained for the LUMO energy is 1.3 eV. Its total energy is -1658.959584 hartree. The value obtained for the energy above the lowest of the compared OMol25 structures with the same formula, charge and spin is 11.16 kcal per mole. For the HOMO energy, the calculation gives -3.25 eV.

No. 2
C31H61F2N4O3 | ωB97M-V/def2-TZVPD

Each line ends with the Löwdin charge.
Atoms and positions in Å:
C 4.94 -3.71 0.09  -0.10
C 3.84 -4.32 1.03  -0.24
C 2.46 -4.60 0.33  -0.21
N 1.86 -3.41 -0.35  0.03
C 0.59 -3.03 0.19  -0.13
C -0.55 -3.93 0.18  -0.05
C -0.57 -5.38 -0.37  -0.08
C -1.44 -5.36 -1.72  -0.16
F -0.67 -5.76 -2.84  -0.06
C -1.83 -3.42 0.76  -0.04
C -3.10 -4.28 0.85  -0.04
C -3.15 -4.81 2.44  -0.16
C -1.79 -4.55 3.29  0.00
O -2.28 -5.93 2.77  -0.13
C -1.89 -2.02 1.26  -0.13
O -3.10 -1.60 1.74  -0.05
C -3.68 -0.52 0.95  -0.17
C -3.75 -0.77 -0.59  -0.20
C -4.77 -1.89 -1.05  -0.10
C -0.68 -1.23 1.21  -0.09
F -0.73 0.04 1.69  0.13
N 0.49 -1.73 0.71  0.12
C 1.71 -0.87 0.70  -0.14
O 2.01 -0.37 -0.60  -0.13
C 2.33 1.04 -0.48  -0.23
C 2.25 1.63 -1.96  -0.05
H 5.06 -4.37 -0.81  0.08
H 5.90 -3.66 0.68  0.08
H 4.61 -2.68 -0.21  0.06
H 4.23 -5.33 1.36  0.12
H 3.66 -3.75 1.98  0.10
H 1.76 -5.05 1.08  0.12
H 2.62 -5.38 -0.47  0.13
H 1.73 -3.56 -1.35  0.15
H -1.05 -6.08 0.35  0.12
H 0.42 -5.79 -0.67  0.11
H -2.26 -6.12 -1.57  0.12
H -1.90 -4.35 -1.90  0.12
H -3.08 -5.22 0.27  0.11
H -4.05 -3.71 0.80  0.10
H -4.15 -4.70 3.01  0.16
H -0.81 -4.75 2.81  0.11
H -1.98 -4.39 4.38  0.11
H -3.18 0.46 1.18  0.12
H -4.75 -0.42 1.30  0.13
H -2.77 -0.99 -1.09  0.11
H -4.12 0.19 -1.05  0.12
H -5.57 -2.12 -0.30  0.08
H -4.27 -2.87 -1.30  0.06
H -5.24 -1.56 -2.02  0.09
H 2.61 -1.47 1.03  0.14
H 1.60 -0.06 1.48  0.15
H 3.36 1.18 -0.06  0.13
H 1.55 1.61 0.11  0.12
H 1.65 0.93 -2.59  0.08
H 3.31 1.68 -2.32  0.07
H 1.72 2.61 -1.93  0.08
C -5.59 3.25 1.12  -0.09
C -5.88 3.85 2.48  -0.27
N -6.64 2.98 3.37  -0.19
C -7.11 3.66 4.58  -0.25
C -6.06 4.17 5.56  -0.09
C -6.08 1.66 3.59  -0.25
C -4.67 1.56 4.18  -0.08
H -6.52 2.97 0.60  0.08
H -5.07 3.98 0.49  0.08
H -4.95 2.37 1.19  0.04
H -6.46 4.77 2.31  0.12
H -4.93 4.17 2.93  0.10
H -7.80 3.01 5.11  0.11
H -7.72 4.51 4.26  0.11
H -5.63 3.36 6.16  0.05
H -6.52 4.87 6.27  0.07
H -5.24 4.70 5.07  0.07
H -6.09 1.12 2.63  0.08
H -6.77 1.08 4.21  0.12
H -3.99 2.29 3.74  0.07
H -4.26 0.57 3.98  0.06
H -4.68 1.69 5.26  0.06
C 6.71 3.98 -1.67  -0.09
C 6.62 3.15 -2.94  -0.28
N 5.73 3.71 -3.96  -0.20
C 5.48 2.79 -5.06  -0.26
C 6.67 2.41 -5.95  -0.09
C 5.99 5.09 -4.35  -0.25
C 7.37 5.42 -4.93  -0.08
H 5.73 4.11 -1.21  0.07
H 7.35 3.47 -0.94  0.07
H 7.14 4.97 -1.84  0.07
H 6.25 2.17 -2.65  0.11
H 7.64 3.01 -3.33  0.10
H 4.69 3.20 -5.70  0.11
H 5.06 1.87 -4.65  0.10
H 6.93 3.21 -6.64  0.06
H 6.41 1.54 -6.56  0.07
H 7.56 2.15 -5.37  0.07
H 5.82 5.73 -3.48  0.10
H 5.22 5.41 -5.06  0.11
H 8.18 4.93 -4.39  0.07
H 7.54 6.50 -4.87  0.07
H 7.44 5.15 -5.98  0.06

For the frontier orbital gap, the calculation gives 5.61 eV. Its net charge is +1. The value obtained for the LUMO energy is -4.0 eV. Its total energy is -1861.791539 hartree. For the HOMO energy, the calculation gives -9.61 eV.

No. 3
C5H7NO | ωB97M-V/def2-TZVPD

Each line ends with the Löwdin charge.
Atoms and positions in Å:
N 2.21 -0.40 -0.78  0.15
C 1.25 -0.24 0.19  -0.54
O 1.26 -0.78 1.28  0.09
C -0.65 -0.49 -0.99  0.13
C -1.65 -0.42 0.15  -0.21
C -1.01 0.84 0.77  -0.14
C 0.08 0.65 -0.29  -0.29
H 2.85 -1.16 -0.59  0.11
H 1.83 -0.40 -1.72  0.10
H -1.75 -1.32 0.77  0.12
H -2.62 -0.27 -0.34  0.12
H -0.67 0.77 1.81  0.11
H -1.61 1.74 0.62  0.11
H 0.48 1.48 -0.88  0.14

For the frontier orbital gap, the calculation gives 8.43 eV. The value obtained for the LUMO energy is -0.4 eV. Its total energy is -324.576926 hartree. The value obtained for the energy above the lowest of the compared OMol25 structures with the same formula, charge and spin is 92.58 kcal per mole. For the HOMO energy, the calculation gives -8.79 eV.

Question: frontier orbital gap of number 3 (C5H7NO)?
Answer: 8.43 eV

Question: The lowest frontier orbital gap belongs to which entry?
Answer: C27H24N3O6